{"formula": "C6H13N", "method": "the ωB97M-V functional and the def2-TZVPD basis", "elements": ["N", "C", "C", "C", "C", "C", "C", "H", "H", "H", "H", "H", "H", "H", "H", "H", "H", "H", "H", "H"], "positions_angstrom": [[1.0351, -0.2827, -0.1824], [2.0500, -1.1178, -0.7729], [-0.3361, 0.9472, -1.3242], [-1.7877, -0.4228, 0.0776], [1.3914, 0.2932, 1.0900], [-0.7075, -0.3271, -0.8065], [-2.3070, 0.6210, 1.0120], [-0.5900, -1.1661, -1.4856], [-2.1814, 0.3100, 2.0576], [1.6864, -1.5247, -1.7207], [2.3071, -1.9691, -0.1233], [2.9804, -0.5664, -0.9706], [-2.2690, -1.3929, 0.1560], [0.5508, 0.8785, 1.4675], [-1.8179, 1.5881, 0.8955], [-0.5080, 1.8420, -0.7433], [1.6214, -0.4803, 1.8383], [-0.0095, 1.0475, -2.3527], [-3.3822, 0.7777, 0.8725], [2.2735, 0.9446, 1.0153]], "forces_ev_per_a": [[0.1, 0.2, -0.1], [0.1, 0.1, -0.1], [0.6, -0.7, 0.3], [0.0, -0.3, 0.1], [0.0, 0.0, -0.1], [-0.9, 0.5, -0.2], [0.0, 0.0, 0.0], [0.1, 0.0, 0.1], [0.0, 0.1, -0.1], [0.0, 0.0, 0.0], [-0.1, 0.1, 0.0], [0.0, -0.1, 0.0], [0.1, 0.0, 0.1], [0.0, 0.0, 0.0], [0.0, 0.0, 0.0], [0.0, 0.0, -0.1], [0.0, 0.0, -0.1], [0.1, 0.0, 0.2], [0.1, 0.0, 0.0], [-0.1, 0.0, 0.0]], "homo_ev": [-7.1, -6.6], "de_lowest_kj_mol": 490.7, "energy_ha": -290.97186}

---

{"formula": "C39H42CdN7O3S6", "method": "the ωB97M-V functional and the def2-TZVPD basis", "elements": ["Cd", "S", "S", "S", "S", "S", "S", "O", "O", "O", "N", "N", "N", "N", "N", "N", "N", "C", "C", "C", "C", "C", "C", "C", "C", "C", "C", "C", "C", "C", "C", "C", "C", "C", "C", "C", "C", "C", "C", "C", "C", "C", "C", "C", "C", "C", "C", "C", "C", "C", "C", "C", "C", "C", "C", "C", "H", "H", "H", "H", "H", "H", "H", "H", "H", "H", "H", "H", "H", "H", "H", "H", "H", "H", "H", "H", "H", "H", "H", "H", "H", "H", "H", "H", "H", "H", "H", "H", "H", "H", "H", "H", "H", "H", "H", "H", "H", "H"], "positions_angstrom": [[-0.9835, -0.2669, 0.2223], [2.2444, -0.3525, -3.1893], [-3.5925, -0.2398, 0.4477], [-3.8775, 1.8747, -3.3552], [-0.5459, -1.9780, 3.1100], [-5.6962, 0.7556, -1.3786], [-1.3902, 1.1472, -1.9555], [-0.4380, -0.5469, 3.3032], [-6.5074, 1.9858, -3.5711], [0.5269, -2.8052, 3.6158], [-0.8318, -2.1848, 1.5602], [1.3863, 2.1269, -3.1341], [2.8949, 1.4810, -1.4352], [-0.7509, 1.9331, 1.3143], [1.4785, 1.3415, 1.8699], [-0.9099, -2.3183, -1.1263], [1.2951, 0.3555, 1.1571], [-0.9748, -2.3180, -2.4346], [-1.4542, -4.6525, -2.5094], [-3.0398, -3.8803, 5.6601], [-0.6434, 2.9917, -5.4404], [-1.8206, 2.7019, 1.4737], [0.4123, 3.1921, 2.9671], [2.1579, 1.2100, -2.5310], [-0.7046, 3.9929, 3.1429], [5.4927, 3.3778, -1.1632], [-4.3771, -2.4389, 4.2961], [-1.5263, -5.8819, -0.3549], [0.3249, 2.1646, 2.0409], [4.5596, -2.1855, 0.4934], [-3.1356, 1.1076, -1.9510], [-3.9730, 0.5891, -1.0371], [-1.2565, -3.4804, -3.1773], [-4.2947, -3.3875, 5.3111], [-1.1294, -4.6290, 1.6801], [-1.8982, -3.4522, 5.0000], [-1.0229, -3.4274, 1.0030], [2.4291, -0.4925, 0.9847], [-5.5347, -3.8922, 5.9998], [3.0688, 2.6917, -0.6537], [-3.2417, -1.9984, 3.6345], [5.9200, 2.0861, -1.8577], [-5.5642, 1.6147, -2.9103], [-2.0046, -2.5145, 3.9841], [3.6576, -0.2516, 1.6058], [4.7193, -1.0978, 1.3505], [-1.8385, 3.7488, 2.3853], [-1.1154, -3.4701, -0.4352], [-1.3763, -4.6881, -1.0988], [1.0303, 3.5017, -2.7947], [-1.3891, -5.8347, 1.0020], [3.3369, -2.4250, -0.1063], [2.2651, -1.5770, 0.1366], [4.0083, 3.7198, -1.2830], [0.9903, 4.4033, -4.0300], [-0.3085, 4.3513, -4.8341], [7.0061, 2.0426, -1.9553], [-0.2463, 5.0995, -5.6299], [0.2122, 2.5731, -5.9784], [3.4340, 0.6763, -1.1587], [-1.0108, -4.6547, 2.7529], [-5.3911, -3.9546, 7.0799], [-2.9548, -4.6138, 6.4548], [-5.7965, -4.8919, 5.6451], [3.4750, 2.3745, 0.3104], [5.7570, 3.3264, -0.1011], [5.4861, 2.0067, -2.8567], [3.2108, -3.2610, -0.7809], [1.3266, 3.3316, 3.5262], [0.7830, 1.6890, -3.8131], [-1.4804, -6.7428, 1.5864], [1.3128, -1.7457, -0.3472], [-2.6765, 2.4510, 0.8565], [5.6113, 1.1989, -1.3031], [1.7523, 3.9012, -2.0926], [3.7472, 3.8515, -2.3385], [2.0980, 3.1301, -0.4254], [-5.3434, -2.0402, 4.0094], [3.7572, 0.5833, 2.2843], [6.0674, 4.2132, -1.5726], [3.8296, 4.6834, -0.7951], [1.1355, 5.4318, -3.6846], [-0.6908, 4.7982, 3.8663], [-1.4705, 3.0765, -6.1463], [-6.3854, -3.2388, 5.8067], [1.8449, 4.1649, -4.6721], [-0.9581, 2.2778, -4.6756], [-0.8037, -1.3640, -2.9218], [-2.7303, 4.3499, 2.4966], [-0.9207, -3.8385, 5.2579], [0.0525, 3.4987, -2.3022], [-1.3067, -3.4233, -4.2562], [5.3975, -2.8423, 0.2959], [-1.1321, 4.6652, -4.1849], [5.6756, -0.9211, 1.8267], [-3.3268, -1.2592, 2.8501], [-1.7322, -6.8100, -0.8745], [-1.6670, -5.5719, -3.0439]], "forces_ev_per_a": [[-0.6, 0.0, -0.3], [0.0, 0.0, 0.0], [0.1, 0.0, 0.1], [0.0, 0.0, 0.0], [0.0, -0.1, -0.1], [0.0, 0.0, 0.0], [0.3, 0.0, 0.0], [0.0, 0.0, 0.0], [0.0, 0.0, 0.0], [0.1, 0.0, 0.0], [0.2, 0.2, 0.2], [0.0, 0.1, 0.0], [0.1, -0.1, 0.0], [-0.2, -0.1, 0.2], [0.1, 0.1, 0.1], [0.0, 0.0, 0.0], [0.2, -0.4, -0.1], [0.0, 0.0, 0.0], [0.0, 0.0, 0.0], [0.0, 0.0, 0.0], [0.0, 0.0, 0.0], [0.1, 0.0, -0.1], [0.0, -0.1, -0.1], [0.0, 0.1, -0.1], [0.0, 0.0, 0.0], [0.0, 0.0, 0.0], [0.0, 0.0, 0.0], [0.0, 0.0, 0.0], [-0.1, 0.2, 0.0], [0.0, 0.0, 0.0], [0.0, 0.1, -0.1], [-0.1, 0.0, 0.1], [0.0, 0.0, 0.0], [0.0, 0.0, 0.0], [0.0, 0.0, 0.0], [0.0, 0.0, 0.0], [0.1, -0.1, 0.0], [0.1, 0.0, 0.0], [0.0, 0.0, 0.0], [0.0, -0.1, 0.1], [0.0, 0.0, 0.0], [0.0, 0.0, 0.0], [0.0, 0.0, 0.0], [0.0, 0.0, 0.0], [0.0, 0.0, 0.0], [0.0, 0.0, 0.0], [0.0, 0.0, 0.0], [0.1, -0.1, 0.0], [0.0, 0.0, 0.0], [0.0, 0.0, 0.1], [0.0, 0.0, 0.0], [0.0, 0.0, 0.0], [0.0, 0.0, 0.0], [0.1, 0.0, 0.0], [0.0, 0.0, 0.0], [0.0, 0.0, 0.0], [0.0, 0.0, 0.0], [0.0, 0.0, 0.0], [0.0, 0.0, 0.0], [0.0, 0.0, 0.0], [0.0, 0.0, 0.0], [0.0, 0.0, 0.0], [0.0, 0.0, 0.0], [0.0, 0.0, 0.0], [0.0, 0.0, 0.0], [0.0, 0.0, 0.0], [0.0, 0.0, 0.0], [0.0, 0.0, 0.0], [0.0, 0.0, 0.0], [0.0, 0.0, -0.1], [0.0, 0.0, 0.0], [0.0, 0.0, 0.0], [0.0, 0.0, 0.0], [0.0, 0.0, 0.0], [-0.2, 0.0, -0.2], [0.1, 0.0, 0.0], [0.0, 0.0, 0.0], [0.0, 0.0, 0.0], [0.0, 0.0, 0.0], [0.0, 0.0, 0.0], [0.0, 0.0, 0.0], [0.0, 0.0, 0.0], [0.0, 0.0, 0.0], [0.0, 0.0, 0.0], [0.0, 0.0, 0.0], [0.0, 0.0, 0.0], [0.0, 0.0, 0.0], [0.0, 0.0, 0.0], [0.0, 0.0, 0.0], [0.0, 0.0, 0.0], [0.0, 0.0, 0.0], [0.0, 0.0, 0.0], [0.0, 0.0, 0.0], [0.0, 0.0, 0.0], [0.0, 0.0, 0.0], [0.0, 0.0, -0.1], [0.0, 0.0, 0.0], [0.0, 0.0, 0.0]], "total_charge": -1, "homo_ev": -3.8, "de_lowest_kj_mol": 107.6, "energy_ha": -4677.40726}

---

{"formula": "C4H18O4", "method": "the ωB97M-V functional and the def2-TZVPD basis", "elements": ["O", "O", "O", "O", "C", "C", "C", "C", "H", "H", "H", "H", "H", "H", "H", "H", "H", "H", "H", "H", "H", "H", "H", "H", "H", "H"], "positions_angstrom": [[-2.0746, -2.8116, 0.8626], [3.0278, 1.4942, 0.2445], [2.5638, -1.2759, 0.2462], [2.2230, 0.3615, -3.0444], [-0.2641, -0.1300, -1.1502], [-1.1903, 0.9976, 0.9463], [-1.9231, 0.2314, 2.0426], [-1.5218, 0.4573, -0.4981], [0.2070, -1.0510, -0.7842], [-1.7980, 0.7996, 2.9532], [-1.6021, -0.7844, 2.2055], [2.5023, -1.8773, 0.9885], [2.0862, 0.2168, -2.1061], [-2.9907, 0.3729, 1.8593], [0.4723, 0.6659, -1.0911], [-2.2197, -1.9782, 0.4181], [-0.4350, -0.5180, -2.1561], [-1.7019, 1.3258, -1.1301], [-0.1029, 0.9030, 1.0156], [-1.3888, 2.0695, 0.9554], [-1.3135, -3.2976, 0.5449], [3.0354, -0.4595, 0.4567], [1.4382, 0.7888, -3.3940], [2.0653, 1.4355, 0.2128], [-2.3426, -0.2422, -0.3759], [3.2479, 2.3061, -0.2219]], "forces_ev_per_a": [[-0.6, -0.6, 0.9], [-0.2, 0.0, 0.0], [-0.3, -0.1, -0.7], [0.5, 0.1, -0.4], [-0.3, -1.2, -0.2], [0.4, -0.7, -1.4], [-0.1, 1.9, 0.0], [1.5, 0.3, 1.0], [-0.2, 0.4, 1.1], [0.3, -0.1, 0.6], [-0.1, -0.3, -0.2], [0.3, 0.3, 0.3], [-0.1, -0.1, 0.0], [-0.1, -0.7, -0.1], [0.2, -0.1, -0.5], [0.5, -0.1, -0.4], [-0.1, 0.9, -0.5], [-1.0, -0.2, 0.0], [0.0, 0.0, 0.5], [-0.3, 0.0, 0.4], [0.1, 0.4, -0.5], [0.1, -0.3, 0.4], [-0.1, 0.0, 0.2], [0.0, 0.1, 0.1], [-0.4, 0.2, -0.7], [0.1, 0.0, -0.1]], "homo_ev": -11.0, "de_lowest_kj_mol": 101.7, "energy_ha": -464.11881, "smiles": "CCCC.O.O.O.O"}

---

{"formula": "C6H9N2O2", "method": "the ωB97M-V functional and the def2-TZVPD basis", "elements": ["O", "O", "N", "N", "C", "C", "C", "C", "C", "C", "H", "H", "H", "H", "H", "H", "H", "H", "H"], "positions_angstrom": [[-2.1990, -2.3785, -0.5171], [-2.0306, -1.2446, 1.4094], [0.3761, -0.2943, 0.0404], [2.4370, -0.3522, -0.7487], [0.9649, 0.8490, 0.4234], [1.2812, -0.9859, -0.7060], [-2.6292, -1.5869, 0.3518], [2.2472, 0.8458, -0.0627], [-3.7599, -0.6301, -0.1099], [3.3349, 1.8709, 0.1203], [4.0338, 1.7530, -0.7156], [-3.2691, 0.1698, -0.6683], [1.1601, -1.9421, -1.1791], [2.9184, 2.8752, 0.1292], [0.4634, 1.5013, 1.1192], [3.9287, 1.6275, 0.9987], [-0.4635, -0.7818, 0.3488], [-4.3852, -1.0831, -0.8942], [-4.4091, -0.2130, 0.6603]], "forces_ev_per_a": [[-0.5, -0.3, 0.4], [-0.3, -0.3, 0.2], [0.1, -2.2, -1.4], [0.2, 0.9, -0.3], [0.3, 0.8, 0.9], [1.0, 0.9, 0.7], [1.0, 1.3, -0.9], [-0.3, -0.8, -0.1], [-0.6, -0.6, -0.7], [0.0, -1.0, -0.7], [-0.2, 0.3, 0.0], [0.2, 0.2, 0.4], [-0.6, -0.1, 0.2], [0.2, 0.1, 0.2], [0.0, 0.2, -0.2], [-0.1, 0.4, 0.3], [-0.6, 0.5, 0.5], [0.0, -0.2, 0.4], [0.3, 0.0, 0.2]], "total_charge": -1, "homo_ev": -4.7, "de_lowest_kj_mol": 51.3, "energy_ha": -494.10317}

---

{"formula": "C22H32ClN3O7P", "method": "the ωB97M-V functional and the def2-TZVPD basis", "elements": ["Cl", "P", "O", "O", "O", "O", "O", "O", "O", "N", "N", "N", "C", "C", "C", "C", "C", "C", "C", "C", "C", "C", "C", "C", "C", "C", "C", "C", "C", "C", "C", "C", "C", "C", "H", "H", "H", "H", "H", "H", "H", "H", "H", "H", "H", "H", "H", "H", "H", "H", "H", "H", "H", "H", "H", "H", "H", "H", "H", "H", "H", "H", "H", "H", "H", "H"], "positions_angstrom": [[-3.6729, -2.1939, 1.5751], [-3.6035, -2.4297, -0.5486], [2.7560, 1.1191, 4.2739], [7.8700, 1.1259, 5.6598], [-5.1512, -2.9835, -1.0357], [6.1574, 2.6271, 7.1587], [1.1454, 6.7433, 1.6624], [1.6633, 4.5644, 1.1173], [4.4540, -0.4516, 2.8294], [-1.7616, -0.5140, -1.1955], [-1.7546, 0.9354, -3.3954], [0.0466, 0.9891, -1.8147], [-3.9260, 0.3867, -0.3440], [-3.8507, -0.5016, -2.7983], [5.6994, 1.9007, 6.0994], [-3.2327, -0.7000, -1.3435], [3.9281, 1.1221, 4.6211], [0.7733, 3.4751, 1.5733], [0.8822, 0.6364, -0.6293], [4.4077, 1.9101, 5.7609], [4.9198, 0.2975, 3.8742], [-1.1698, 0.4644, -2.1020], [1.6953, 2.1254, 1.4393], [-2.3434, -2.5095, -3.8865], [-4.4672, 1.2740, 0.4413], [-3.7788, -1.7644, -3.7987], [6.6957, 1.0976, 5.3354], [-2.5123, -4.0675, -3.4576], [1.8782, 1.8463, -0.1407], [0.8407, 5.7319, 0.9581], [-0.9520, -4.6683, -1.3110], [-3.2477, 0.8721, -3.4006], [6.2109, 0.2902, 4.2094], [-1.1547, -4.7511, -2.9187], [0.4462, 3.5996, 2.6706], [-3.6422, 1.7948, -2.8179], [1.1608, 1.2947, 2.0242], [-2.7841, -4.6262, -4.4428], [-0.8619, -3.5683, -0.9937], [1.5241, -0.2831, -0.9443], [-1.8290, -5.1776, -0.7609], [-3.4237, -4.2511, -2.7595], [0.4517, 1.6816, -2.4737], [-1.4850, -1.9671, -3.3517], [-2.0607, -2.5296, -5.0170], [0.0202, -5.2058, -0.9697], [2.9577, 1.4278, -0.2616], [0.3112, 0.3190, 0.3087], [-4.5739, -2.5626, -3.5268], [7.1199, 2.4547, 7.1960], [3.4936, -0.2732, 2.7910], [-1.3694, 0.3605, -4.1816], [-4.0504, -1.3732, -4.8547], [-1.6439, -0.2362, -0.1922], [2.7141, 2.2870, 1.9682], [-5.0126, 2.2176, 0.8219], [3.6744, 2.4902, 6.3052], [-3.7091, 0.9735, -4.4621], [-0.0398, 5.7739, 0.2096], [-5.0425, -3.9537, -1.2100], [-1.1645, -5.8893, -3.1688], [-0.1269, 3.3576, 0.8601], [-4.9869, -0.2875, -2.6473], [-0.2290, -4.3230, -3.4592], [1.7756, 2.7778, -0.8022], [6.9412, -0.3022, 3.6740]], "forces_ev_per_a": [[-0.3, 0.5, -1.5], [0.1, -2.4, -0.2], [0.3, -0.2, -0.3], [-0.5, 0.2, 0.1], [1.6, 0.8, 0.6], [0.1, -1.0, -1.3], [-1.7, -4.5, -3.6], [-3.4, 0.8, -0.1], [-0.2, 0.9, 0.9], [0.2, 3.1, -1.5], [0.4, -2.2, 1.9], [-1.9, -0.8, 0.2], [-2.1, 3.9, 2.5], [-0.9, 0.5, -0.2], [0.0, 1.0, 1.3], [-3.3, 2.1, 2.1], [-0.3, 0.5, 0.7], [1.2, -1.8, 0.0], [1.8, -0.5, 0.7], [-0.4, -0.2, -0.4], [0.2, -0.8, -0.9], [0.6, 0.1, -0.2], [-0.7, 1.5, -0.2], [-0.6, -0.6, -1.0], [2.1, -3.3, -4.5], [0.4, 0.1, -0.3], [0.7, -0.4, -0.3], [0.5, -0.5, -0.9], [0.8, -1.6, 0.3], [2.4, 3.8, 3.4], [0.4, 0.1, -0.3], [-1.9, -0.1, 0.0], [0.2, 0.1, 0.1], [0.0, -0.9, 0.6], [0.5, 0.2, -1.8], [0.7, -1.7, -0.8], [0.8, 1.0, -1.1], [0.3, 1.0, 1.7], [-0.3, -1.7, -0.3], [-1.1, 1.6, 0.6], [1.3, 1.0, -0.9], [1.8, 0.4, -1.0], [-0.7, -0.7, 0.5], [-1.4, -0.9, -0.5], [-0.3, 0.1, 2.0], [-1.6, 0.9, -0.8], [-1.9, 0.9, -0.1], [0.2, 0.5, -1.7], [1.3, 1.6, -0.3], [-0.2, 0.1, 0.1], [0.2, -0.1, 0.1], [-0.2, 0.7, 1.0], [0.3, -0.5, 1.8], [0.5, -0.4, -1.1], [-1.8, -0.1, -1.0], [1.3, -2.3, -0.5], [0.0, 0.0, 0.0], [1.4, -0.1, 1.7], [1.4, -0.6, 1.1], [-0.1, 1.1, 0.3], [-0.1, 2.0, 0.3], [1.2, 0.3, 1.2], [2.0, -0.4, 0.0], [-1.5, -0.5, 0.8], [0.1, -1.2, 1.2], [0.0, 0.0, 0.0]], "total_charge": 1, "homo_ev": -11.5, "energy_ha": -2349.51910}

---

{"formula": "C4H10O2", "method": "the ωB97M-V functional and the def2-TZVPD basis", "elements": ["O", "O", "C", "C", "C", "C", "H", "H", "H", "H", "H", "H", "H", "H", "H", "H"], "positions_angstrom": [[1.3364, 0.3679, -1.4521], [0.4812, -0.5618, 0.6092], [0.6774, 0.6144, -0.4731], [0.9426, -1.8342, 0.2225], [0.7649, 1.9012, 0.3071], [-1.9947, -0.1993, -0.1190], [0.3408, 1.8030, 1.3024], [-2.5710, 0.4918, -0.7272], [-2.1142, -0.0503, 0.9446], [-0.8867, 0.3248, -0.5826], [0.2903, -2.5940, 0.6659], [0.9210, -1.9772, -0.8645], [1.9878, -1.9571, 0.5249], [1.8044, 2.2211, 0.3526], [-2.1650, -1.2044, -0.4815], [0.1849, 2.6540, -0.2291]], "forces_ev_per_a": [[-2.0, 0.3, 0.6], [0.9, 2.1, -1.4], [4.4, -3.2, 2.4], [0.2, 0.2, -0.5], [-1.4, 0.3, -0.3], [2.0, 2.7, -2.6], [0.1, -0.2, 0.0], [-1.1, -0.1, 0.4], [0.3, 0.0, 0.0], [-3.9, -2.1, 1.3], [0.2, 0.1, 0.1], [-0.1, 0.1, 0.0], [-0.1, -0.2, 0.1], [0.0, -0.2, -0.1], [0.5, -0.1, 0.1], [0.1, 0.2, 0.0]], "homo_ev": -9.6, "de_lowest_kj_mol": 307.4, "energy_ha": -308.78109, "smiles": "COC(C)=O.C"}